(a)
ORCA calculation (ωB97M-V/def2-TZVPD) on 2 unconnected molecules or ions with the total composition C4H14N2.

Last column: Mulliken charge in e.
Atoms and positions in Å:
C 0.183 1.805 -0.835  -1.0642
N 1.232 0.822 -1.095  -0.3642
C 2.340 0.892 -0.146  -0.8154
H -0.155 1.761 0.206  0.3330
H 0.444 2.867 -0.965  0.3974
H -0.616 1.599 -1.545  0.3424
H 1.535 1.059 -2.036  0.2831
H 2.677 1.912 0.048  0.3180
H 3.169 0.331 -0.576  0.3271
H 2.032 0.464 0.807  0.2501
C -2.150 -0.459 0.661  -0.8010
N -0.806 -0.993 0.961  -0.4380
C -0.661 -2.426 0.632  -0.8194
H -2.041 0.571 0.295  0.2327
H -2.444 -0.962 -0.260  0.3416
H -2.838 -0.384 1.499  0.2608
H -0.116 -0.454 0.453  0.3665
H -1.503 -2.943 0.182  0.3157
H -0.558 -2.904 1.622  0.2482
H 0.275 -2.557 0.095  0.2856

molecular weight	90.2	g mol⁻¹
LUMO energy	1.07	eV
SMILES	CNC.CNC

=====

(b)
ORCA calculation (ωB97M-V/def2-TZVPD) on 2 unconnected molecules or ions with the total composition C4H14N2.

Last column: Mulliken charge in e.
Atoms and positions in Å:
C -0.095 -2.779 1.238  -0.8638
N 0.217 -1.461 0.520  -0.2821
C 1.488 -1.518 -0.277  -0.9187
H 0.556 -3.758 1.252  0.2729
H -0.423 -2.568 2.343  0.2525
H -1.177 -2.977 0.929  0.3000
H 0.005 -0.671 1.151  0.2292
H 2.281 -1.918 0.303  0.4172
H 1.833 -0.439 -0.479  0.2482
H 1.413 -2.040 -1.230  0.2684
C 0.441 2.535 -0.472  -0.5956
N -1.087 2.485 -0.052  -0.3457
C -1.611 1.338 -0.704  -0.6379
H 0.946 3.642 -0.601  0.2692
H 0.936 1.970 0.401  0.1793
H 0.597 1.913 -1.403  0.2226
H -1.532 3.460 -0.024  0.2300
H -2.633 0.951 -0.670  0.3481
H -0.875 0.554 -0.414  0.0921
H -1.278 1.282 -1.812  0.3141

molecular weight	90.2	g mol⁻¹
LUMO energy	1.04	eV
SMILES	CNC.CNC

=====

(c)
ORCA calculation (ωB97M-V/def2-TZVPD) on 2 unconnected molecules or ions with the total composition C4H14N2.

Last column: Mulliken charge in e.
Atoms and positions in Å:
N 0.998 1.249 3.270  -0.5820
C 0.544 0.966 5.730  -0.9825
C 1.594 0.862 4.545  -0.3134
H 1.568 0.967 2.465  0.2178
H 0.121 0.723 3.196  0.2217
H 0.021 1.930 5.853  0.2981
H 1.129 0.765 6.643  0.2948
H -0.209 0.169 5.612  0.3038
H 2.422 1.593 4.618  0.2991
H 2.036 -0.152 4.585  0.2425
N -1.763 -0.925 -3.371  -0.5881
C -0.400 -1.221 -5.462  -1.0127
C -1.190 -0.294 -4.524  -0.3224
H -2.668 -1.222 -3.751  0.2491
H -1.283 -1.783 -3.076  0.2400
H 0.513 -1.553 -4.941  0.2765
H -0.105 -0.664 -6.368  0.3112
H -0.974 -2.111 -5.769  0.3099
H -0.385 0.402 -4.217  0.2230
H -1.969 0.299 -5.039  0.3135

molecular weight	90.2	g mol⁻¹
LUMO energy	1.15	eV
SMILES	CCN.CCN

=====

The structure with the most favorable energy is (c); the runner-up is 0.0256 hartree above it.

=====

(a)
ORCA calculation (ωB97M-V/def2-TZVPD) on 2 unconnected molecules or ions with the total composition C4H14N2.

Last column: Mulliken charge in e.
Atoms and positions in Å:
N 2.818 0.574 1.750  -0.3832
C 4.072 0.128 1.292  -0.8535
C 2.543 1.911 1.275  -0.7765
H 2.106 -0.089 1.419  0.2578
H 4.029 0.043 0.193  0.3387
H 4.213 -0.879 1.718  0.2854
H 4.942 0.750 1.563  0.2734
H 2.813 1.981 0.208  0.2981
H 3.072 2.708 1.825  0.2529
H 1.457 2.075 1.375  0.3068
N -3.557 -0.437 -0.779  -0.4151
C -2.268 -0.168 -1.492  -0.7177
C -3.955 -1.877 -1.017  -0.7727
H -4.216 0.242 -1.180  0.2362
H -1.633 -1.068 -1.551  0.2793
H -1.722 0.612 -0.935  0.2343
H -2.456 0.198 -2.516  0.2697
H -4.971 -1.950 -0.594  0.3046
H -3.297 -2.577 -0.476  0.2853
H -3.993 -2.177 -2.078  0.2962

molecular weight	90.2	g mol⁻¹
LUMO energy	0.88	eV
SMILES	CNC.CNC

=====

(b)
ORCA calculation (ωB97M-V/def2-TZVPD) on 2 unconnected molecules or ions with the total composition C4H14N2.

Last column: Mulliken charge in e.
Atoms and positions in Å:
C -0.802 4.562 0.285  -1.0387
C -1.570 5.114 -0.926  -0.2338
C -0.969 4.427 -2.219  -1.0884
H -0.138 5.365 0.596  0.2620
H -0.222 3.649 0.117  0.3160
H -1.415 4.372 1.175  0.3045
H -1.509 6.172 -1.123  0.3279
H -2.635 4.843 -0.960  0.2321
H -1.573 3.528 -2.432  0.2814
H -1.284 5.111 -3.018  0.3004
H 0.055 4.080 -2.159  0.3366
N 0.356 -5.717 0.406  -0.4881
C 1.755 -5.445 0.824  -0.1460
N 1.894 -5.758 2.346  -0.6165
H -0.008 -4.882 -0.016  0.2170
H -0.193 -6.236 1.071  0.1790
H 2.487 -6.129 0.401  0.2381
H 1.879 -4.368 0.789  0.1969
H 1.120 -6.419 2.426  0.1775
H 2.771 -6.268 2.415  0.2422

molecular weight	90.2	g mol⁻¹
LUMO energy	1.23	eV
SMILES	CCC.NCN

=====

The structure with the most favorable energy is (a); the runner-up is 0.0037 hartree above it.

=====

(a)
ORCA calculation (ωB97M-V/def2-TZVPD) on a single CH4OP2 molecule.

Last column: Mulliken charge in e.
Atoms and positions in Å:
C 0.200 -0.916 0.160  -0.7601
O 0.515 -2.665 2.172  -0.3771
P -0.522 -2.512 1.176  0.4458
P -1.149 0.359 -0.439  -0.0244
H 0.825 -0.354 0.903  0.3156
H 0.686 -1.184 -0.763  0.3514
H -0.456 0.673 -1.561  0.0202
H -2.120 -0.210 -1.273  0.0288

molecular weight	94.0	g mol⁻¹
LUMO energy	-0.92	eV
SMILES	O=PCP

=====

(b)
ORCA calculation (ωB97M-V/def2-TZVPD) on 2 unconnected molecules or ions with the total composition CH4OP2.

Last column: Mulliken charge in e.
Atoms and positions in Å:
C -0.107 0.391 0.628  -0.5917
O 1.193 -0.886 2.634  -0.4293
P 1.512 0.030 1.520  0.3743
P 0.037 -0.169 -1.167  -0.0098
H -1.151 -0.389 1.291  0.2933
H -0.198 1.553 0.654  0.2930
H 1.252 -0.830 -1.061  0.0128
H -0.689 -1.333 -0.918  0.0575

molecular weight	94.0	g mol⁻¹
LUMO energy	-0.62	eV

=====

The structure with the most favorable energy is (a); the runner-up is 0.0249 hartree above it.

=====

(a)
ORCA calculation (ωB97M-V/def2-TZVPD) on 2 unconnected molecules or ions with the total composition C4H10N3S.

Last column: Mulliken charge in e.
Atoms and positions in Å:
C -1.437 -1.422 1.783  0.0571
C 0.638 0.954 0.677  0.4566
C 1.614 0.739 -1.527  -0.9003
C -0.917 0.849 -1.223  -0.9076
N -0.928 -2.223 0.916  -0.2567
N 0.492 0.759 -0.626  -0.0488
N 1.609 0.908 1.377  -0.4065
S -1.456 0.248 1.723  -0.2430
H -1.936 -1.860 2.640  0.3797
H 1.247 0.215 -2.507  0.2523
H 1.882 1.754 -1.754  0.3749
H 2.567 0.405 -1.088  0.3504
H -1.650 0.750 -0.438  0.3193
H -1.021 1.827 -1.615  0.4260
H -1.151 0.185 -2.057  0.3201
H -0.813 -3.233 1.177  0.2796
H 1.695 0.852 2.387  0.3052
H -0.433 -1.706 0.155  0.2419

molecular weight	132.2	g mol⁻¹
LUMO energy (spin up / spin down)	-4.91 / -4.91	eV
net charge	+1

=====

(b)
ORCA calculation (ωB97M-V/def2-TZVPD) on a gas-phase ion, C4H10N3S (charge +1).

Last column: Mulliken charge in e.
Atoms and positions in Å:
C -1.918 0.193 -0.719  0.1385
C -0.858 -1.307 1.046  -0.6040
C 0.227 0.876 -0.431  -0.3922
C 2.775 1.546 0.134  -0.8481
N -1.902 -0.848 0.082  -0.1445
N 0.139 -2.120 0.435  -0.4611
N -0.996 1.087 -0.998  0.0029
S 1.365 2.090 -0.648  0.0111
H -2.774 0.332 -1.288  0.4239
H -0.438 -0.323 1.256  0.5094
H -1.414 -1.781 1.878  0.3644
H 0.507 -1.692 -0.431  0.2661
H 2.592 1.566 1.272  0.2817
H 3.463 2.339 0.023  0.3995
H 3.219 0.660 -0.267  0.3136
H -2.643 -1.434 -0.037  0.2309
H -0.171 -3.075 0.259  0.2609
H -1.173 1.891 -1.564  0.2469

molecular weight	132.2	g mol⁻¹
LUMO energy	-4.58	eV
net charge	+1

=====

The structure with the most favorable energy is (b); the runner-up is 0.0041 hartree above it.

=====

(a)
ORCA calculation (ωB97M-V/def2-TZVPD) on 2 unconnected molecules or ions with the total composition ClH3N2S.

Last column: Mulliken charge in e.
Atoms and positions in Å:
N -0.766 -0.133 -0.659  -0.0993
N 0.460 -0.392 -1.030  -0.2696
S 1.577 0.126 1.598  -0.2760
Cl 0.395 1.752 1.688  -0.1722
H -1.127 -0.790 0.007  0.2609
H -1.226 0.858 -0.672  0.2886
H 0.687 -1.421 -0.932  0.2675

molecular weight	98.6	g mol⁻¹
LUMO energy (spin up / spin down)	-1.68 / -1.68	eV

=====

(b)
ORCA calculation (ωB97M-V/def2-TZVPD) on 2 unconnected molecules or ions with the total composition ClH3N2S.

Last column: Mulliken charge in e.
Atoms and positions in Å:
N -0.230 1.396 -0.475  -0.4285
N -0.602 -1.163 0.082  -0.3459
S 0.181 0.290 0.510  0.3859
Cl 2.230 -0.235 -0.155  -0.2735
H 0.027 3.003 0.449  0.1858
H -0.919 -1.216 -0.910  0.2547
H -0.688 -2.075 0.499  0.2214

molecular weight	98.6	g mol⁻¹
LUMO energy (spin up / spin down)	-1.95 / -1.11	eV

=====

(c)
ORCA calculation (ωB97M-V/def2-TZVPD) on 2 unconnected molecules or ions with the total composition ClH3N2S.

Last column: Mulliken charge in e.
Atoms and positions in Å:
N 1.358 0.745 1.174  -0.3147
N -0.243 0.278 -1.131  -0.4674
S 1.196 0.757 -0.280  0.3194
Cl -0.569 -1.252 1.219  -0.3136
H -0.926 -0.386 1.952  0.2677
H -0.203 0.528 -2.066  0.2367
H -0.613 -0.670 -0.867  0.2719

molecular weight	98.6	g mol⁻¹
LUMO energy	-0.17	eV

=====

The structure with the most favorable energy is (c); the runner-up is 0.0283 hartree above it.

=====

(a)
ORCA calculation (ωB97M-V/def2-TZVPD) on a single C5H6 molecule.

Last column: Mulliken charge in e.
Atoms and positions in Å:
C 2.764 0.179 -0.060  -0.4670
C 1.574 -0.486 0.021  0.0166
C -0.779 0.817 0.002  -0.5186
C -1.096 -0.756 0.019  -0.5807
C 0.261 -0.202 0.132  0.2084
H 3.135 0.822 0.827  0.2154
H 1.831 -1.636 0.062  0.2422
H -0.853 1.299 -0.983  0.2075
H -0.930 1.469 0.829  0.2461
H -1.583 -1.386 0.830  0.2560
H -1.432 -0.944 -1.097  0.1741

molecular weight	66.1	g mol⁻¹
LUMO energy (spin up / spin down)	-0.17 / -0.75	eV

=====

(b)
ORCA calculation (ωB97M-V/def2-TZVPD) on a molecular structure, C5H6.

Last column: Mulliken charge in e.
Atoms and positions in Å:
C 2.671 -0.422 -0.257  0.0809
C 1.470 -0.267 -0.385  -0.3322
C 0.170 -0.157 -0.796  -0.5779
C -1.000 -0.600 -0.062  -0.1527
C -1.086 0.853 0.442  -0.9660
H 3.661 -0.791 -0.262  0.4454
H -0.552 1.409 -0.380  0.2934
H -1.826 -0.853 -0.720  0.2341
H -0.861 -1.367 0.687  0.3130
H -2.093 1.256 0.372  0.3739
H -0.611 1.004 1.414  0.2883

molecular weight	66.1	g mol⁻¹
LUMO energy	-0.19	eV

=====

(c)
ORCA calculation (ωB97M-V/def2-TZVPD) on 2 unconnected molecules or ions with the total composition C5H6.

Last column: Mulliken charge in e.
Atoms and positions in Å:
C -0.778 0.041 -0.348  0.4022
C 1.527 -1.199 0.214  -0.1992
C -1.990 0.131 -0.121  0.0927
C -3.244 0.490 0.131  -0.9557
C 2.583 -0.299 -0.105  -0.8760
H 0.362 -0.328 -0.123  -0.0602
H -3.370 1.210 0.898  0.2524
H -4.087 0.000 -0.140  0.3254
H 3.511 -0.756 -0.410  0.3646
H 3.050 0.283 0.826  0.2882
H 2.436 0.426 -0.822  0.3654

molecular weight	66.1	g mol⁻¹
LUMO energy (spin up / spin down)	-0.84 / -1.33	eV

=====

The structure with the most favorable energy is (b); the runner-up is 0.0348 hartree above it.